No. 1
ORCA calculation (the ωB97M-V functional and the def2-TZVPD basis) on the molecule C8H9NO.

Each line ends with the Mulliken charge.
Cartesian coordinates (Å):
C 3.12 0.34 -0.32  -0.61
N 2.02 -0.55 -0.42  -0.35
O 1.67 -1.23 0.84  -0.36
C 0.84 -0.11 0.82  -0.07
C -0.53 -0.16 0.42  0.28
C -1.22 0.99 0.16  -0.37
C -2.57 0.89 -0.10  -0.65
C -3.12 -0.39 -0.22  -0.23
C -2.44 -1.57 0.01  -0.59
C -1.11 -1.49 0.32  -0.36
H 2.73 1.24 0.18  0.28
H 4.10 -0.05 0.19  0.21
H 3.42 0.52 -1.31  0.29
H 1.22 0.72 1.34  0.70
H -0.68 1.90 0.30  0.40
H -3.06 1.76 -0.49  0.36
H -4.20 -0.30 -0.29  0.33
H -3.09 -2.43 -0.16  0.35
H -0.59 -2.39 0.59  0.41

Frontier orbital gap = 9.03 eV
E_LUMO = 0.40 eV
SMILES = CN1O[C@@H]1c1ccccc1
Energy = -440.07553 a.u.
HOMO level = -8.63 eV


No. 2
ORCA calculation (the ωB97M-V functional and the def2-TZVPD basis) on a structure of composition C8H9NO2.

Each line ends with the Mulliken charge.
Cartesian coordinates (Å):
C -3.92 -0.56 -0.01  -1.26
C -1.70 0.24 -0.09  0.84
C -1.05 -1.10 0.07  -0.84
C 0.27 -1.12 -0.01  -0.49
C 1.06 -0.03 0.08  0.23
C 0.55 1.25 0.00  -0.42
C -0.79 1.38 0.02  -0.45
C 2.55 -0.15 0.00  0.43
H -4.12 -1.21 -0.70  0.49
H -4.84 -0.15 0.02  0.43
H -3.76 -1.23 0.88  0.36
H -3.38 1.42 0.36  0.31
H -1.60 -1.88 -0.20  0.51
H 0.80 -1.98 0.04  0.58
H 0.79 2.29 0.23  0.28
H -1.43 2.59 0.04  -0.01
H 4.09 0.60 -0.18  0.29
N -2.94 0.46 -0.08  -0.23
O 3.33 0.94 -0.05  -0.37
O 3.19 -1.33 0.01  -0.69

Frontier orbital gap = 8.44 eV
E_LUMO = 0.43 eV
Energy = -515.32432 a.u.
HOMO level = -8.00 eV


No. 3
ORCA calculation (the ωB97M-V functional and the def2-TZVPD basis) on the molecule C8H9NO3.

Each line ends with the Mulliken charge.
Cartesian coordinates (Å):
C 1.75 -2.77 -0.64  -0.73
N 1.23 -1.48 -0.86  0.05
O 2.33 -0.63 -0.22  -0.45
C 0.03 -1.28 -0.21  0.08
O -0.71 -2.26 0.08  -0.57
C -0.42 0.14 -0.07  0.08
C -0.57 0.91 -1.25  -0.15
C -1.03 2.23 -1.32  -0.81
C -1.21 2.90 -0.10  -0.29
C -0.97 2.16 1.12  -1.00
C -0.61 0.82 1.07  1.70
O -0.80 0.22 2.23  -0.53
H 1.89 -3.16 0.55  0.25
H 1.07 -3.50 -1.31  0.29
H 2.76 -2.99 -1.17  0.28
H 2.38 0.17 -0.92  0.37
H -0.32 0.30 -2.15  0.37
H -1.20 2.70 -2.35  0.31
H -1.40 4.01 -0.03  0.31
H -1.14 2.65 2.16  0.12
H -1.03 0.92 2.93  0.33

Frontier orbital gap = 9.43 eV
E_LUMO = 0.51 eV
SMILES = CN(O)C(=O)c1ccccc1O
Energy = -590.58853 a.u.
HOMO level = -8.91 eV


No. 4
ORCA calculation (the ωB97M-V functional and the def2-TZVPD basis) on a cluster of 2 separate species, C8H9NO3S2 in total.

Each line ends with the Mulliken charge.
Cartesian coordinates (Å):
O 1.27 0.78 0.79  -0.52
C 0.52 1.28 1.51  0.46
C 0.87 1.87 2.87  -0.48
S 2.48 2.78 2.69  -0.21
S -1.27 1.11 1.07  -0.22
C -1.08 0.06 -0.36  0.18
C -1.61 -1.24 -0.24  0.04
C -1.49 -2.20 -1.17  -0.73
C -0.72 -1.87 -2.29  -0.33
C -0.26 -0.58 -2.51  -0.55
C -0.47 0.44 -1.56  -0.27
H -0.03 2.47 3.12  0.33
H 1.14 1.12 3.59  0.30
H 2.19 3.60 1.66  0.13
H -2.20 -1.08 0.72  0.23
H -2.00 -3.08 -0.97  0.46
H -0.49 -2.67 -3.08  0.27
H 0.34 -0.27 -3.32  0.43
H -0.29 1.46 -1.74  0.47
O 0.15 -2.20 3.25  -0.42
N 0.77 -1.44 2.49  0.36
O 1.16 -1.92 1.26  -0.36
H 1.53 -1.20 0.78  0.42

Frontier orbital gap = 9.21 eV
E_LUMO = -0.01 eV
SMILES = O=C(CS)Sc1ccccc1.O=NO
Energy = -1386.95004 a.u.
HOMO level = -9.23 eV


No. 5
ORCA calculation (the ωB97M-V functional and the def2-TZVPD basis) on a structure of composition C8H9NPdS2.

Each line ends with the Mulliken spin population.
Cartesian coordinates (Å):
Pd 0.07 0.03 -2.24  1.23
C 0.29 0.17 -5.20  0.08
H 1.38 0.36 -5.32  0.00
H 0.09 -0.84 -5.58  0.00
H -0.29 0.94 -5.73  -0.01
H -0.02 0.27 -4.11  -0.07
H -1.41 0.61 -2.52  0.36
S -0.36 -2.26 -1.66  0.28
C -0.17 -1.57 -0.16  0.04
N 0.05 -0.26 0.02  0.07
C 0.06 0.14 1.36  0.01
C 0.22 1.40 1.95  0.00
C 0.21 1.50 3.34  0.00
C 0.05 0.40 4.18  0.00
C -0.13 -0.87 3.60  0.00
C -0.13 -0.99 2.22  0.00
S -0.36 -2.47 1.33  0.00
H 0.33 2.26 1.30  0.00
H 0.34 2.48 3.81  0.00
H 0.06 0.49 5.27  0.00
H -0.28 -1.79 4.15  0.00

2S+1 = 3
Frontier orbital gap (alpha / beta) = 8.00 / 6.59 eV
E_LUMO (alpha / beta) = 0.18 / -1.46 eV
Energy = -1289.17257 a.u.
HOMO level (alpha / beta) = -7.82 / -8.04 eV


No. 6
ORCA calculation (the ωB97M-V functional and the def2-TZVPD basis) on the molecule C8H9NS3.

Each line ends with the Mulliken charge.
Cartesian coordinates (Å):
N 0.09 0.46 2.21  -0.43
C 0.84 0.31 1.03  0.65
C 2.11 -0.20 1.12  -0.72
C 2.89 -0.42 0.05  -0.23
C 2.47 -0.18 -1.21  -0.85
C 1.20 0.46 -1.36  -0.15
C 0.44 0.72 -0.29  0.11
S -1.07 1.57 -0.45  -0.08
C -2.26 0.42 -1.36  -0.64
C -2.90 -0.40 -0.33  0.16
S -4.32 -0.22 0.40  -0.23
S -1.86 -1.87 0.10  -0.15
H 0.59 0.43 3.07  0.20
H -0.67 1.03 2.24  0.19
H 2.46 -0.37 2.09  0.34
H 3.95 -0.69 0.30  0.27
H 3.15 -0.08 -2.09  0.28
H 0.74 0.65 -2.31  0.44
H -1.78 -0.22 -2.13  0.39
H -3.17 1.11 -1.68  0.33
H -2.88 -2.54 0.59  0.13

Frontier orbital gap = 7.77 eV
E_LUMO = -0.43 eV
SMILES = Nc1ccccc1SCC(=S)S
Energy = -1559.51111 a.u.
HOMO level = -8.20 eV


No. 7
ORCA calculation (the ωB97M-V functional and the def2-TZVPD basis) on the molecule C8H9OP.

Each line ends with the Mulliken spin population.
Cartesian coordinates (Å):
C -1.08 1.28 2.21  0.00
C -0.83 2.16 1.09  0.02
C -0.95 -0.10 1.96  0.02
C -0.59 1.57 -0.16  -0.01
C -0.54 -0.58 0.74  0.01
C -0.35 0.25 -0.39  -0.02
C 2.04 -1.23 -0.97  0.01
C 0.86 -1.45 -1.78  0.75
O -1.66 -0.48 -2.78  0.27
P -0.34 -0.36 -2.07  0.85
H -1.29 1.75 3.08  0.00
H -0.90 3.19 1.38  0.00
H -1.24 -0.70 2.77  0.00
H -0.60 2.23 -1.06  0.00
H -0.33 -1.62 0.58  0.01
H 2.21 -0.17 -0.78  0.01
H 1.76 -1.67 0.07  0.08
H 2.98 -1.77 -1.39  0.02
H 0.86 -2.32 -2.49  0.00

2S+1 = 3
Frontier orbital gap (alpha / beta) = 7.31 / 7.48 eV
E_LUMO (alpha / beta) = 0.56 / -2.07 eV
Energy = -726.68023 a.u.
HOMO level (alpha / beta) = -6.75 / -9.55 eV


No. 8
ORCA calculation (the ωB97M-V functional and the def2-TZVPD basis) on the molecule C8H9OP.

Each line ends with the Mulliken spin population.
Cartesian coordinates (Å):
C 0.59 -2.23 1.28  -0.09
C -0.70 -1.64 1.25  0.26
C 1.61 -1.65 0.65  0.18
C -0.90 -0.53 0.49  -0.09
C 1.51 -0.46 -0.15  -0.10
C 0.16 0.18 -0.08  0.25
C 2.57 -0.01 -0.87  0.53
C -2.35 2.45 -0.88  -0.02
O 0.19 1.39 -0.50  0.11
P -0.53 2.72 -1.04  0.88
H 0.77 -3.22 1.62  -0.01
H -1.52 -2.02 1.79  0.03
H 2.43 -2.36 0.62  0.00
H -1.90 -0.02 0.58  -0.01
H 2.60 0.85 -1.37  0.03
H 3.52 -0.68 -1.00  0.00
H -2.35 2.11 0.09  0.02
H -2.74 1.71 -1.58  0.03
H -2.95 3.40 -0.90  0.00

2S+1 = 3
Frontier orbital gap (alpha / beta) = 7.53 / 7.97 eV
E_LUMO (alpha / beta) = 0.97 / -0.99 eV
Energy = -726.69644 a.u.
HOMO level (alpha / beta) = -6.56 / -8.96 eV


Which strongest force on any atom belongs to each record? In order, 5.1 11.0 5.6 5.4 2.7 3.6 6.4 4.9 eV Å⁻¹.
Which energy relative to the best compared isomer or geometry (same formula, charge and spin) belongs to each record? In order, 4.784 4.204 4.090 1.569 0.152 0.000 0.441 0.000 eV.